# 1
{"formula": "CH2N2O3", "method": "ωB97M-V with the def2-TZVPD basis set", "molar_mass_g_mol": 90.04, "e_above_lowest_ev": 0.000, "e_tot_ha": -374.35308, "spin_multiplicity": 3, "species": ["O", "O", "O", "N", "N", "C", "H", "H"], "coordinates": [[-1.85557, -1.02133, 1.45254], [0.69198, 0.39440, 1.07164], [2.34766, -0.09721, -0.09927], [-2.06926, 0.02595, -0.69984], [1.29007, 0.74173, 0.12105], [-1.93108, -0.55096, 0.36671], [-1.36245, 0.25812, -1.35866], [2.88865, 0.24929, -0.85417]], "atomic_forces_ev_per_a": [[-0.6, 0.6, -2.3], [-2.9, -0.3, 3.3], [2.4, -0.7, -1.7], [-0.7, -0.9, 1.4], [1.5, 1.1, -2.5], [0.7, 0.2, 1.2], [0.5, 0.0, -0.2], [-0.9, -0.1, 0.8]], "lowdin_charge": [0.1284, 0.0671, -0.0029, 0.1703, -0.1572, -0.3954, 0.0609, 0.1289]}

***

# 2
{"formula": "C11H20Br2NS", "method": "ωB97M-V with the def2-TZVPD basis set", "total_charge": 1, "molar_mass_g_mol": 358.16, "e_tot_ha": -6031.87184, "species": ["Br", "Br", "S", "N", "C", "C", "C", "C", "C", "C", "C", "C", "C", "C", "C", "H", "H", "H", "H", "H", "H", "H", "H", "H", "H", "H", "H", "H", "H", "H", "H", "H", "H", "H", "H"], "coordinates": [[-3.75897, 2.45450, 1.39547], [-1.07230, 0.71753, 2.69409], [-1.40680, 2.45199, -0.78459], [0.04133, 0.38661, -0.47948], [-3.36199, 0.60200, 0.96868], [0.20817, 2.53841, -1.65107], [-4.05752, 0.15734, -0.31400], [2.03321, -1.09356, -0.21880], [-1.05582, 0.93731, -0.05581], [0.80562, 1.15712, -1.43127], [0.53123, -0.94196, -0.06666], [-1.87835, 0.25852, 0.96849], [2.84044, -0.20642, 0.76302], [-0.18064, -1.99718, -0.95408], [3.70738, -1.02112, 1.70694], [-5.06577, -0.11745, -0.04086], [-0.31272, -1.59096, -1.94959], [-3.58481, -0.75392, -0.67220], [0.14011, 2.85325, -2.68014], [1.11045, 0.61205, -2.31451], [-1.81294, -0.80951, 0.87833], [0.45063, -2.86440, -1.07132], [4.35591, -1.69257, 1.15602], [3.41581, 0.50480, 0.17884], [3.07794, -1.60018, 2.37228], [2.23893, -2.11939, 0.06123], [2.37239, -0.99178, -1.24387], [1.76233, 1.35026, -0.94887], [2.12894, 0.35354, 1.36659], [-4.08700, 0.93528, -1.06348], [-1.13430, -2.28344, -0.53438], [4.29107, -0.34207, 2.31220], [0.76002, 3.27305, -1.08901], [-3.79909, 0.03297, 1.77412], [0.29710, -1.15061, 0.96770]], "atomic_forces_ev_per_a": [[-0.1, -0.1, 0.0], [0.1, -0.1, -0.1], [-0.4, 0.3, -0.1], [-0.3, 0.0, 0.4], [-0.2, -0.2, -0.1], [-0.7, -0.6, 0.8], [0.0, 0.0, 0.5], [0.4, 0.4, 0.9], [0.7, 0.2, -0.8], [2.1, 0.7, 0.1], [0.0, -1.4, -1.2], [-0.7, 1.0, 0.7], [-0.5, -0.3, -0.5], [0.4, 0.6, 0.2], [-0.2, 0.4, -0.2], [-0.4, 0.1, -0.2], [-0.2, 0.1, -0.3], [0.1, -0.1, -0.3], [-0.4, -0.1, -0.2], [-0.7, -0.3, -0.4], [0.2, -0.4, -0.1], [0.0, -0.4, 0.2], [0.2, -0.1, 0.0], [0.3, 0.2, 0.1], [-0.1, -0.2, 0.1], [0.0, -0.3, -0.1], [-0.1, 0.1, -0.2], [0.2, -0.2, 0.1], [-0.1, 0.3, 0.1], [0.1, 0.0, -0.3], [-0.3, -0.2, -0.1], [0.3, 0.0, 0.2], [0.3, 0.3, 0.0], [0.0, 0.0, 0.4], [-0.1, 0.5, 0.3]], "lowdin_charge": [0.7360, 0.8189, 1.0459, -0.0511, -0.7974, -0.3121, -0.1126, -0.1659, -0.5527, -0.1605, -0.3118, -0.7001, -0.2468, 0.0020, -0.0896, 0.0880, 0.0920, 0.0851, 0.0945, 0.1425, 0.0849, 0.0879, 0.0820, 0.1032, 0.0797, 0.1182, 0.1216, 0.1175, 0.0957, 0.0664, 0.0740, 0.0771, 0.0826, 0.0848, 0.1200]}

***

# 3
{"formula": "C6H10O", "method": "ωB97M-V with the def2-TZVPD basis set", "molar_mass_g_mol": 98.14, "e_above_lowest_ev": 1.165, "e_tot_ha": -309.79956, "species": ["O", "C", "C", "C", "C", "C", "C", "H", "H", "H", "H", "H", "H", "H", "H", "H", "H"], "coordinates": [[2.66833, -0.54361, 2.10741], [1.69210, -0.70709, -0.07962], [-1.88570, 0.95066, -0.04694], [0.24293, -0.36044, 0.33751], [2.42291, -0.02804, 1.04441], [-1.99280, -0.19399, -1.01399], [-0.64615, 0.35872, -0.65025], [-0.24011, -1.25990, 0.73188], [-0.12742, 0.95080, -1.40266], [2.55764, 1.06400, 0.88046], [-2.04257, 0.73640, 1.00968], [-2.25106, -1.17611, -0.62403], [0.32570, 0.31571, 1.19874], [-2.38392, 0.01709, -2.00419], [-2.20214, 1.94223, -0.35386], [1.89849, -1.77987, -0.08026], [1.96377, -0.28656, -1.05429]], "atomic_forces_ev_per_a": [[0.2, 0.2, -0.4], [0.1, -0.1, 0.0], [-0.1, 0.2, 0.1], [-0.1, 0.0, 0.2], [0.2, -0.2, 0.2], [-0.1, -0.2, -0.2], [0.1, 0.1, 0.0], [0.0, 0.1, -0.1], [-0.1, -0.1, 0.1], [0.2, -0.1, 0.1], [0.0, 0.0, -0.2], [0.0, 0.2, -0.1], [-0.2, -0.1, 0.0], [0.1, -0.1, 0.1], [0.0, -0.2, 0.0], [-0.1, 0.1, 0.0], [-0.1, 0.0, 0.2]], "lowdin_charge": [0.0482, -0.1393, -0.1317, -0.1734, -0.3069, -0.1211, -0.3081, 0.1303, 0.1358, 0.1320, 0.1052, 0.1010, 0.1062, 0.0961, 0.0981, 0.1159, 0.1117]}